(1)
This record from OMol25 describes C4H12N2O in the gas phase at a distorted geometry. The level of theory is ωB97M-V with the def2-TZVPD basis set.

Computed properties:
HOMO level (eV): -8.8
LUMO level (eV): 0.94
Kohn-Sham gap (eV): 9.7
SMILES string: NCC[C@H](N)CO

```
19
C4H12N2O | OMol25 | ωB97M-V with the def2-TZVPD basis set
O -3.05826 -0.38260 -0.29619
N 1.49826 1.89735 0.70065
N -0.59233 -1.90058 0.60169
C -0.58226 -0.45597 0.14838
C -1.70254 -0.17094 -0.80545
C 1.85545 0.52577 0.37518
C 0.77961 -0.09733 -0.48863
H -1.69066 -0.88121 -1.62752
H 0.59355 0.54119 -1.38039
H -0.66877 0.00520 1.15897
H 0.54229 2.11408 0.92564
H 0.36515 -2.28667 0.65289
H -0.98509 -2.39820 -0.19952
H -1.61409 0.86193 -1.16125
H 2.21050 2.57145 0.89603
H 2.17045 0.05412 1.31166
H 2.79720 0.66339 -0.24164
H -3.11579 0.38346 0.28769
H 1.19733 -1.04445 -0.85819
```

***

(2)
This record from OMol25 describes a molecular structure, C21H42F2INO20S at a distorted geometry. The level of theory is ωB97M-V with the def2-TZVPD basis set.

Computed properties:
HOMO level (eV): -10.2
LUMO level (eV): -1.23
Kohn-Sham gap (eV): 9.0

```
88
C21H42F2INO20S | OMol25 | ωB97M-V with the def2-TZVPD basis set
I 1.88446 4.27403 -2.28088
S 3.00198 3.57337 0.54504
F 3.25469 4.68465 1.59033
F -1.83006 2.31878 0.98465
O 0.36899 -6.17254 1.42061
O -5.69930 -0.06047 6.64263
O -3.31018 -1.60280 -0.38087
O -3.73007 -0.37535 5.58403
O 8.37956 -0.73538 -1.66900
O 4.10939 3.56189 -0.31079
O 0.99707 3.97428 -8.68584
O -0.17156 5.13607 -7.14115
O 2.81112 2.36292 1.22421
O 1.72484 4.28000 -6.56974
O -1.34422 -7.63964 1.30419
O 7.79723 1.30028 -1.25778
O -0.57060 -2.34637 1.50962
O -5.43496 0.80321 4.68444
O 1.19957 -1.39141 0.74649
O 0.75978 -1.22804 2.95663
O 0.29843 -7.78823 2.84776
O 6.22688 -0.13953 -2.00696
O -5.43052 -1.97631 -0.51514
O -4.65102 0.05894 -1.11420
N 1.58504 3.86796 -0.28098
C -6.74887 -1.52794 -0.83020
C 0.86256 4.41879 -7.57872
C -5.19340 -0.82438 7.73878
C -1.44572 3.56432 0.53368
C 6.79354 2.32096 -1.21445
C 0.69009 4.84006 0.40071
C 2.89474 3.52409 -6.89728
C 2.38275 -0.60360 0.94221
C -0.34354 -8.95188 3.36987
C -1.18389 5.36576 -8.12423
C -4.84210 0.07775 5.63117
C -1.44181 -2.66468 2.59843
C -0.24693 4.03759 1.34150
C 0.49513 -1.61594 1.85229
C -2.18835 -0.72473 -0.54103
C -4.63163 1.03792 3.52542
C 8.04587 -2.05571 -2.09892
C 7.35482 0.11847 -1.67710
C -0.32754 -7.23901 1.80560
C -0.18830 -5.47584 0.30231
C -4.47834 -1.06134 -0.71099
H -7.02889 -0.68381 -0.20276
H 3.50621 3.48568 -6.00013
H -0.78171 5.92486 -8.96647
H 2.62836 2.51054 -7.18887
H -0.39065 -9.73611 2.61687
H -1.30345 -1.27420 -0.24189
H 0.05513 5.29725 -0.34021
H 3.07573 -1.10964 1.61205
H -3.73347 1.59524 3.78413
H -2.29113 0.15059 0.09795
H 0.26060 -9.29580 4.20427
H 7.29899 -2.49721 -1.44207
H 1.21081 5.62891 0.92548
H -2.08247 -0.42102 -1.58131
H -5.22583 1.63259 2.83801
H -5.98077 -0.86043 8.48583
H 3.45770 4.01162 -7.69025
H 7.27443 3.22741 -0.85914
H 0.46270 -4.63363 0.08924
H 6.38765 2.50182 -2.20788
H 2.85455 -0.49047 -0.02999
H 5.99966 2.05133 -0.52561
H -1.18023 -5.09897 0.54159
H 2.13036 0.37855 1.32803
H -4.31572 -0.34593 8.16862
H -1.95955 5.95463 -7.64400
H -0.22687 -6.12132 -0.57318
H -1.84872 -1.75839 3.04373
H -1.19494 3.49124 -0.51619
H -0.52331 4.62405 2.20387
H 8.95782 -2.64302 -2.04552
H -1.34267 -8.71214 3.72837
H -4.95461 -1.83809 7.42348
H -1.61006 4.42421 -8.46405
H -0.91972 -3.25645 3.34768
H -7.41937 -2.35821 -0.62876
H -6.82257 -1.25757 -1.88174
H -2.25960 -3.25278 2.19044
H 7.68736 -2.04694 -3.12639
H 0.31048 3.15504 1.62513
H -2.27777 4.24788 0.66252
H -4.37011 0.09772 3.04278
```

***

(3)
This record from OMol25 describes 2 unconnected molecules or ions with the total composition C21H29N5O3 at a distorted geometry. The level of theory is ωB97M-V with the def2-TZVPD basis set.

Computed properties:
HOMO level (eV): -8.2
LUMO level (eV): -0.26
Kohn-Sham gap (eV): 7.9
SMILES string: CN1C(=O)C(=Cc2ccc(N(C)C)cc2)C(=O)N(C)C1=O.C1CN2CCN1CC2

```
58
C21H29N5O3 | OMol25 | ωB97M-V with the def2-TZVPD basis set
O -1.96292 3.95739 -3.69337
O -0.33125 3.57390 0.56395
O -2.57074 -0.00304 -1.63873
N -1.37253 3.79809 -1.46175
N -2.06033 -4.71898 1.09603
N -1.87223 1.86912 -2.75451
N 4.40136 0.95780 0.88808
N 1.83749 0.88543 0.85943
C 2.37431 1.59630 -0.35092
C -1.06760 -0.61916 0.73940
C -1.95603 1.06016 -1.60021
C -1.73216 -3.35648 0.97969
C -1.25889 5.23947 -1.39044
C -0.53873 -1.57402 -0.14924
C -0.93105 3.03069 -0.37029
C -3.07719 -5.33013 0.25815
C 2.41999 -0.49688 0.88730
C -1.74683 3.26340 -2.70194
C 3.86106 1.66039 2.09506
C -1.21002 1.58694 -0.43119
C 3.92981 -0.46091 0.89577
C 2.35196 1.62367 2.07976
C -0.82068 -2.92130 -0.00565
C -1.09560 -5.67321 1.61384
C 3.88614 1.62768 -0.34283
C -2.28598 -2.39806 1.86367
C -0.73988 0.79888 0.57333
C -2.40858 1.37924 -4.00587
C -1.90035 -1.07020 1.78665
H -1.94633 5.61375 -0.62529
H 1.96175 1.08812 2.95534
H -0.23673 5.53424 -1.13763
H 0.11866 -1.22948 -0.95256
H -1.54100 5.62059 -2.37022
H -0.36266 -3.65808 -0.66982
H 4.32885 -0.95094 1.79256
H 4.25353 1.14647 2.98226
H -3.38687 1.83543 -4.19590
H -3.00025 -2.73697 2.61683
H -2.49986 0.29782 -3.94465
H -2.26444 -0.32905 2.50260
H -2.62166 -5.91589 -0.55790
H 4.28509 1.08981 -1.21214
H 2.02025 -0.99688 1.78042
H 4.32745 -0.94765 -0.00421
H -3.67547 -6.01656 0.87313
H 1.91892 2.63041 2.03283
H -0.61630 -6.24368 0.80215
H 1.94965 2.60786 -0.32626
H -1.72908 1.67128 -4.80986
H -3.72867 -4.55972 -0.17019
H -0.32536 -5.15383 2.19481
H -0.24675 1.29907 1.40449
H 1.98588 1.06105 -1.22848
H -1.61895 -6.38789 2.26303
H 2.04641 -1.01182 -0.00513
H 4.22811 2.69448 2.07079
H 4.25322 2.66184 -0.34418
```

***

Copy entry 3 word for word.
This record from OMol25 describes 2 unconnected molecules or ions with the total composition C21H29N5O3 at a distorted geometry. The level of theory is ωB97M-V with the def2-TZVPD basis set.

Computed properties:
HOMO level (eV): -8.2
LUMO level (eV): -0.26
Kohn-Sham gap (eV): 7.9
SMILES string: CN1C(=O)C(=Cc2ccc(N(C)C)cc2)C(=O)N(C)C1=O.C1CN2CCN1CC2

```
58
C21H29N5O3 | OMol25 | ωB97M-V with the def2-TZVPD basis set
O -1.96292 3.95739 -3.69337
O -0.33125 3.57390 0.56395
O -2.57074 -0.00304 -1.63873
N -1.37253 3.79809 -1.46175
N -2.06033 -4.71898 1.09603
N -1.87223 1.86912 -2.75451
N 4.40136 0.95780 0.88808
N 1.83749 0.88543 0.85943
C 2.37431 1.59630 -0.35092
C -1.06760 -0.61916 0.73940
C -1.95603 1.06016 -1.60021
C -1.73216 -3.35648 0.97969
C -1.25889 5.23947 -1.39044
C -0.53873 -1.57402 -0.14924
C -0.93105 3.03069 -0.37029
C -3.07719 -5.33013 0.25815
C 2.41999 -0.49688 0.88730
C -1.74683 3.26340 -2.70194
C 3.86106 1.66039 2.09506
C -1.21002 1.58694 -0.43119
C 3.92981 -0.46091 0.89577
C 2.35196 1.62367 2.07976
C -0.82068 -2.92130 -0.00565
C -1.09560 -5.67321 1.61384
C 3.88614 1.62768 -0.34283
C -2.28598 -2.39806 1.86367
C -0.73988 0.79888 0.57333
C -2.40858 1.37924 -4.00587
C -1.90035 -1.07020 1.78665
H -1.94633 5.61375 -0.62529
H 1.96175 1.08812 2.95534
H -0.23673 5.53424 -1.13763
H 0.11866 -1.22948 -0.95256
H -1.54100 5.62059 -2.37022
H -0.36266 -3.65808 -0.66982
H 4.32885 -0.95094 1.79256
H 4.25353 1.14647 2.98226
H -3.38687 1.83543 -4.19590
H -3.00025 -2.73697 2.61683
H -2.49986 0.29782 -3.94465
H -2.26444 -0.32905 2.50260
H -2.62166 -5.91589 -0.55790
H 4.28509 1.08981 -1.21214
H 2.02025 -0.99688 1.78042
H 4.32745 -0.94765 -0.00421
H -3.67547 -6.01656 0.87313
H 1.91892 2.63041 2.03283
H -0.61630 -6.24368 0.80215
H 1.94965 2.60786 -0.32626
H -1.72908 1.67128 -4.80986
H -3.72867 -4.55972 -0.17019
H -0.32536 -5.15383 2.19481
H -0.24675 1.29907 1.40449
H 1.98588 1.06105 -1.22848
H -1.61895 -6.38789 2.26303
H 2.04641 -1.01182 -0.00513
H 4.22811 2.69448 2.07079
H 4.25322 2.66184 -0.34418
```

***

Repeat the first record exactly.
This record from OMol25 describes C4H12N2O in the gas phase at a distorted geometry. The level of theory is ωB97M-V with the def2-TZVPD basis set.

Computed properties:
HOMO level (eV): -8.8
LUMO level (eV): 0.94
Kohn-Sham gap (eV): 9.7
SMILES string: NCC[C@H](N)CO

```
19
C4H12N2O | OMol25 | ωB97M-V with the def2-TZVPD basis set
O -3.05826 -0.38260 -0.29619
N 1.49826 1.89735 0.70065
N -0.59233 -1.90058 0.60169
C -0.58226 -0.45597 0.14838
C -1.70254 -0.17094 -0.80545
C 1.85545 0.52577 0.37518
C 0.77961 -0.09733 -0.48863
H -1.69066 -0.88121 -1.62752
H 0.59355 0.54119 -1.38039
H -0.66877 0.00520 1.15897
H 0.54229 2.11408 0.92564
H 0.36515 -2.28667 0.65289
H -0.98509 -2.39820 -0.19952
H -1.61409 0.86193 -1.16125
H 2.21050 2.57145 0.89603
H 2.17045 0.05412 1.31166
H 2.79720 0.66339 -0.24164
H -3.11579 0.38346 0.28769
H 1.19733 -1.04445 -0.85819
```